67
Properties=species:S:1:pos:R:3 method="wB97M-V/def2-TZVPD" spin_multiplicity=4 total_energy_ha=-6066.7119 relative_energy_kj_mol=9.3 charge=-1 fmax_ha_per_bohr=0.016 homo_ev="-3.6 / -5.4" orbital_gap_ev="5.4 / 7.1"
V 0.143 -0.560 -0.442
Br -6.245 -2.355 -3.673
C -4.792 -1.601 -2.706
C -4.656 -0.209 -2.647
C -3.627 0.355 -1.940
C -2.651 -0.441 -1.268
O -1.728 0.128 -0.577
C -2.806 -1.868 -1.365
C -1.963 -2.769 -0.651
N -0.856 -2.407 -0.088
C -0.125 -3.206 0.812
C -0.155 -4.576 0.943
C 0.652 -5.225 1.896
C 1.482 -4.523 2.712
C 1.548 -3.113 2.602
C 2.410 -2.312 3.382
C 2.419 -0.966 3.190
C 1.559 -0.405 2.220
N 0.749 -1.120 1.479
C 0.734 -2.461 1.653
C -3.895 -2.415 -2.071
H -5.370 0.418 -3.164
H -3.499 1.429 -1.896
H -2.333 -3.785 -0.502
H -0.783 -5.170 0.291
H 0.615 -6.306 1.969
H 2.111 -5.029 3.436
H 3.056 -2.781 4.116
H 3.066 -0.314 3.760
H 1.539 0.665 2.054
H -4.008 -3.492 -2.113
O 1.294 3.386 -1.881
S 1.002 1.987 -2.085
O -0.180 1.680 -2.852
O 1.060 1.268 -0.796
C 2.395 1.323 -3.023
C 3.148 2.275 -3.696
C 4.219 1.916 -4.507
C 4.549 0.580 -4.648
C 3.803 -0.379 -3.975
C 2.732 -0.025 -3.165
S 1.935 -1.411 -2.348
O 0.482 -1.193 -2.485
O 2.434 -2.600 -2.986
O 2.247 -1.288 -0.912
H 2.878 3.315 -3.565
H 4.788 2.681 -5.021
H 5.380 0.279 -5.275
H 4.039 -1.431 -4.072
N -1.434 1.046 2.416
C -2.305 1.857 3.252
C -2.326 3.334 2.817
C -1.076 4.207 3.132
C -0.044 4.369 1.997
N 0.875 3.237 1.881
H -1.795 0.949 1.465
H -1.322 0.109 2.781
H -1.946 1.804 4.282
H -3.334 1.481 3.262
H -3.189 3.790 3.305
H -2.539 3.374 1.742
H -0.562 3.822 4.018
H -1.431 5.208 3.394
H 0.558 5.261 2.194
H -0.594 4.568 1.067
H 1.330 3.261 0.972
H 0.337 2.376 1.902